Entry 1:
C13H26NO2Rb | the ωB97M-V functional and the def2-TZVPD basis

Summary:
highest occupied orbital energy	-5.173	eV
LUMO energy	-0.0027	Eh
gap between HOMO and LUMO	5.099	eV
ΔE to the lowest compared entry with this formula, charge and spin	733.75	kJ/mol

```
! wB97M-V def2-TZVPD RIJCOSX def2/J DEFGRID3
* xyz 0 1
Rb 2.09769 0.06063 -1.57421
C -0.59268 -2.12689 -0.30097
C -1.39023 -1.16262 -1.27651
C -2.97354 -1.30435 -0.84596
C -3.38259 -0.71133 0.42471
C -3.08550 0.76879 0.39187
C -1.54066 1.14746 0.05001
N -1.06432 0.31143 -1.05016
O 0.20904 0.69191 -1.59115
C -0.80692 0.96056 1.41388
C -1.49451 2.57243 -0.33448
C -1.18546 -1.65658 -2.83734
H 0.18912 -2.58798 -0.90453
H -1.23080 -2.98055 -0.07254
H -0.35432 -1.69634 0.67161
H -3.32328 -2.29521 -0.55615
H -3.63080 -1.06894 -1.68303
H -2.93115 -1.10122 1.33701
H -4.42397 -1.00751 0.55084
H -3.49126 1.02897 1.36950
H -3.80296 1.18675 -0.31428
H -1.33698 1.67762 2.04075
H 0.26869 1.12912 1.36136
H -0.81829 -0.01406 1.90182
H -0.59552 3.16077 -0.15070
H -2.24463 3.11229 0.24342
H -1.91316 2.75366 -1.32442
H -1.00358 -2.72940 -2.90113
H -0.41036 -1.13441 -3.39830
H -2.10235 -1.44463 -3.38733
C 4.27989 -0.19088 1.65139
C 3.03269 0.58598 1.70860
C 3.21807 1.49150 0.40590
O 3.61366 0.53210 -0.49494
C 4.32478 -0.52902 0.19675
H 4.15026 -1.02810 2.33723
H 5.13756 0.43394 1.90060
H 3.16648 1.05716 2.68234
H 2.17189 -0.07057 1.83539
H 3.92953 2.31690 0.43117
H 2.22987 1.88931 0.17502
H 5.37760 -0.60784 -0.07426
H 3.73284 -1.42095 -0.00861
*
```

***

Entry 2:
C13H27BN7O2RhSSi | the ωB97M-V functional and the def2-TZVPD basis

Summary:
highest occupied orbital energy	-8.075	eV
LUMO energy	0.0127	Eh
gap between HOMO and LUMO	8.421	eV
ΔE to the lowest compared entry with this formula, charge and spin	0.00	kJ/mol

```
! wB97M-V def2-TZVPD RIJCOSX def2/J DEFGRID3
* xyz 0 1
Rh -0.73072 -0.13390 0.18687
B 2.02949 -1.72221 -0.84708
N 0.75941 -2.37576 -1.43115
C 0.57408 -3.58506 -1.97426
C -0.75544 -3.70284 -2.33710
C -1.32213 -2.48461 -1.95485
N -0.39609 -1.69295 -1.41947
N 1.82560 -1.61452 0.70421
C 2.61109 -2.14403 1.64738
C 2.15982 -1.73917 2.89020
C 1.05574 -0.94177 2.60677
N 0.86678 -0.86687 1.28923
H 2.97774 -2.44378 -1.03681
H 2.14542 -0.62010 -1.30761
H 1.39997 -4.26887 -2.07612
H -1.23757 -4.53984 -2.81110
H -2.34236 -2.14430 -2.03174
H 3.44818 -2.75811 1.36357
H 2.57204 -1.97863 3.85438
H 0.40377 -0.42785 3.29084
N -3.52871 -1.92721 2.62276
C -2.71297 -1.12605 1.92028
O -1.90929 -1.61832 1.10868
C -2.79406 0.35864 2.09754
C -1.45330 0.99312 1.71081
H -3.48680 -2.92073 2.47016
H -4.15657 -1.55712 3.31114
H -3.14139 0.61661 3.10275
H -3.57839 0.68782 1.40517
H -0.78059 0.98198 2.56920
H -1.60175 2.03537 1.42830
N -0.69979 1.06837 -2.95729
C -1.96380 0.85739 -2.69946
N -2.85674 0.79670 -3.70727
S -2.56820 0.66746 -1.10352
H -0.35885 1.05481 -3.90468
H -0.05369 1.19393 -2.12143
H -2.61385 1.07437 -4.64148
H -3.81650 0.60153 -3.49060
C 1.23322 2.83412 1.80075
Si 1.49399 2.37463 0.00204
C 3.22769 1.68450 -0.15831
C 1.35673 3.93976 -1.02436
O 0.40581 1.31508 -0.57654
H 1.93941 3.62151 2.07947
H 1.41267 1.97954 2.45604
H 0.22547 3.21071 1.99017
H 3.99025 2.43260 0.07584
H 3.40601 1.31830 -1.17139
H 3.36213 0.83775 0.51982
H 2.10506 4.67798 -0.72614
H 0.36879 4.39187 -0.90762
H 1.50320 3.72814 -2.08698
*
```

***

Entry 3:
C13H27Cl2HfN2OP2 | the ωB97M-V functional and the def2-TZVPD basis

Summary:
highest occupied orbital energy	-17.462	eV
LUMO energy	-0.4361	Eh
gap between HOMO and LUMO	5.594	eV
ΔE to the lowest compared entry with this formula, charge and spin	52.66	kJ/mol

```
! wB97M-V def2-TZVPD RIJCOSX def2/J DEFGRID3
* xyz 3 1
C 2.98763 2.63382 -2.37271
C 2.15396 1.50126 -2.54248
H 3.57997 2.81840 -3.30053
H 3.66425 2.45923 -1.49472
H 2.35126 3.51649 -2.15728
O 1.69547 0.48518 -2.92241
Cl 1.32532 2.60159 1.17407
Hf 0.06012 0.68039 0.91138
P 2.10774 -0.89951 0.65130
C 1.99763 -2.60285 -0.02108
C 3.67102 -0.38088 -0.12280
H 4.46128 -1.09290 0.16455
H 3.60434 -1.74989 2.36052
H 3.95124 0.63021 0.20212
H 2.79811 -0.25319 2.91570
H 1.96710 -2.53984 -1.11456
H 3.55707 -0.39332 -1.21358
C 2.65152 -1.20481 2.38778
H 2.88725 -3.17172 0.27988
H 1.92736 -1.78703 2.97287
H 1.10562 -3.15376 0.29827
P -1.43686 1.66483 -0.96651
C -2.64763 0.72887 -1.97755
C -2.50759 2.80777 0.00467
H -0.06828 3.50099 -1.80384
H -1.66388 3.38335 -2.60745
H -0.34509 2.25189 -3.06028
C -0.80312 2.80979 -2.23213
H -1.91170 3.66260 0.35159
H -3.31916 3.15892 -0.64733
H -3.55233 1.33170 -2.14626
H -2.93408 -0.23899 -1.54373
H -2.92966 2.30412 0.88672
H -2.17102 0.51568 -2.94328
Cl -0.66889 1.19919 3.09143
N -3.38819 0.05594 1.33520
C -2.72638 -1.05538 1.85749
C -3.46033 -1.93424 2.67189
C -2.82797 -3.05611 3.19372
C -1.47968 -3.23526 2.86241
C -0.79451 -2.28233 2.12711
N -1.40322 -1.19137 1.59846
H -3.38729 0.12572 0.30788
H -4.36781 0.07477 1.62641
H -4.52536 -1.70317 2.80129
H -3.39316 -3.78836 3.77147
H -0.93111 -4.12981 3.16180
H 0.25164 -2.41958 1.86125
*
```

***

Entry 4:
C13H27ClN6O2PS2 | the ωB97M-V functional and the def2-TZVPD basis

Summary:
highest occupied orbital energy	-12.190	eV
LUMO energy	-0.1356	Eh
gap between HOMO and LUMO	8.500	eV

```
! wB97M-V def2-TZVPD RIJCOSX def2/J DEFGRID3
* xyz 1 1
C 0.15774 -4.23256 1.52267
C 0.07518 -4.05138 -0.00566
C 0.41379 -2.62700 -0.48515
C -0.59598 -2.03772 -1.48848
N -0.85238 -0.57890 -1.27277
C -0.99934 0.23450 -2.50883
C 0.01574 1.38051 -2.52355
C 1.44478 1.03743 -2.93355
C 2.05318 0.09590 -1.88424
N 2.97402 0.75293 -0.96627
N 4.18942 1.11229 -1.16458
N 4.63089 1.64906 -0.04996
C 3.65840 1.62767 0.84439
P 3.76320 2.31445 2.52785
N 2.96856 3.61634 2.54975
O 5.32539 2.36847 2.68339
O 3.34395 1.08993 3.44253
N 2.60678 1.05318 0.28344
Cl 1.05309 0.77152 0.86663
C -1.85273 -0.37484 -0.28282
S -1.43827 0.05053 1.24061
S -3.45722 -0.69644 -0.81543
C -4.51003 0.03915 0.45167
C -4.39461 1.56740 0.58574
C -4.31913 2.04142 2.04104
H -0.73450 -4.71581 1.91317
H 0.24614 -3.27324 2.03325
H 1.02081 -4.83042 1.80600
H -0.91593 -4.32624 -0.36060
H 0.80266 -4.72829 -0.44902
H 0.50172 -1.93596 0.35198
H 1.39141 -2.65547 -0.97099
H -1.53003 -2.59634 -1.40973
H -0.21021 -2.12698 -2.50182
H -1.97998 0.70930 -2.52844
H -0.95612 -0.39158 -3.40027
H 0.01212 1.82112 -1.52417
H -0.36336 2.15007 -3.19894
H 2.03605 1.94704 -3.03485
H 1.47966 0.55151 -3.90808
H 2.52585 -0.79039 -2.29853
H 1.25076 -0.24634 -1.23832
H 2.19799 3.72655 3.19357
H 5.82539 2.41393 1.85376
H 2.72797 1.37102 4.13683
H -4.32639 -0.46931 1.39487
H -5.50534 -0.22964 0.10092
H -3.51461 1.91554 0.04480
H -5.27057 2.01301 0.11810
H -4.77288 3.02657 2.13333
H -4.89919 1.38307 2.68780
H -3.29387 2.08339 2.39697
*
```

***

Entry 5:
C13H27F3N2O9SV | the ωB97M-V functional and the def2-TZVPD basis

Summary:
highest occupied orbital energy (spin up / spin down)	0.068 / -0.535	eV
LUMO energy (spin up / spin down)	0.1621 / 0.1619	Eh
gap between HOMO and LUMO (spin up / spin down)	4.344 / 4.940	eV
ΔE to the lowest compared entry with this formula, charge and spin	58.70	kJ/mol

```
! wB97M-V def2-TZVPD RIJCOSX def2/J DEFGRID3
* xyz -2 4
V 21.52657 15.20661 22.58310
C 20.53884 19.67898 22.70022
C 20.02622 18.32227 22.27522
O 20.94054 17.46898 22.03451
O 18.80640 18.11572 22.34030
H 19.79935 20.48034 22.78859
H 21.26658 20.00458 21.94606
H 21.01076 19.65821 23.68835
C 19.52908 13.22402 19.54564
C 19.25320 13.49544 21.01616
O 19.49141 14.75522 21.47971
H 18.69159 13.55719 18.92486
H 19.57658 12.13150 19.43500
H 20.46179 13.74055 19.30666
H 19.86145 12.75728 21.60612
H 18.23165 13.14318 21.29656
C 23.90651 14.02558 19.09372
C 23.79654 15.32252 19.90115
O 22.75967 15.26897 20.79712
H 24.51113 13.19656 19.47180
H 24.31474 14.24518 18.09440
H 22.92523 13.57932 18.91405
H 23.69864 16.17353 19.20079
H 24.77877 15.60895 20.33335
C 19.45140 16.43276 26.38168
F 20.04776 17.46688 25.77037
F 20.18044 15.92832 27.41750
F 18.30238 16.89579 26.90153
S 19.12717 15.01974 25.08748
O 17.98635 15.56019 24.39157
O 20.34045 15.04787 24.24494
O 18.85056 13.79946 25.82536
C 23.20455 16.98966 26.14370
C 23.30559 17.09397 24.63068
O 22.97916 16.15728 23.93181
N 23.77346 18.25586 24.14827
C 23.76292 18.61795 22.72566
H 22.70822 17.93407 26.39421
H 24.21126 17.09851 26.55602
H 22.69037 16.10344 26.48678
H 23.78357 19.04335 24.77268
H 22.91259 19.29327 22.63045
H 23.65767 17.73486 22.10056
H 24.66863 19.17036 22.46628
C 23.88471 11.44171 23.47448
C 23.02363 12.31980 22.61398
O 22.50335 13.31547 23.09786
N 22.84058 12.05398 21.31228
C 23.33792 10.92228 20.57900
H 23.66079 11.52078 24.53197
H 24.91584 11.76092 23.28588
H 23.87249 10.38632 23.19530
H 22.27008 12.76848 20.86232
H 22.52513 10.18389 20.55253
H 24.20499 10.49327 21.07459
H 23.58084 11.19146 19.55251
*
```

***

Entry 6:
C13H27INO8P | the ωB97M-V functional and the def2-TZVPD basis

Summary:
highest occupied orbital energy	-9.477	eV
LUMO energy	-0.0363	Eh
gap between HOMO and LUMO	8.490	eV

```
! wB97M-V def2-TZVPD RIJCOSX def2/J DEFGRID3
* xyz 0 1
N -4.95135 -2.27753 8.47480
C -3.55001 -2.11782 8.05393
C -3.22802 -0.66558 7.77054
C -1.74342 -0.32603 7.93246
C -1.29185 0.81309 6.98631
P -0.56949 0.31877 5.42826
I -1.99892 -1.19424 4.23667
C -0.28346 1.91261 4.33621
O 0.61341 1.78630 3.53596
O -1.09891 2.77143 4.68423
H -5.49876 -1.54226 8.05309
H -5.31771 -3.14020 8.09895
H -2.89452 -2.49695 8.82906
H -3.34462 -2.69163 7.15511
H -3.52480 -0.43895 6.75367
H -3.80690 -0.02991 8.42773
H -1.14197 -1.21235 7.77944
H -1.59098 0.04622 8.93335
H -2.13608 1.44676 6.75375
H -0.56787 1.44891 7.48073
H 0.62542 -0.35086 5.70591
C 1.12325 0.10576 0.73046
C 1.87516 1.39602 0.50546
O 2.93581 1.21341 -0.45550
C 2.56243 1.18948 -1.72649
O 1.44701 1.34883 -2.15076
O 3.65054 0.99792 -2.47540
C 3.39218 0.95707 -3.87953
H 1.81363 -0.69266 1.00880
H 0.39663 0.23573 1.52919
H 0.60167 -0.20861 -0.17371
H 2.36336 1.70944 1.42342
H 1.21604 2.20105 0.18715
H 2.85531 1.84317 -4.20820
H 2.82334 0.06467 -4.13110
H 4.35739 0.91629 -4.37463
C 0.72158 0.68813 -10.60169
C 1.82200 -0.19540 -10.05594
O 1.96609 -0.05284 -8.63469
C 1.07177 -0.71255 -7.90313
O 0.20679 -1.43564 -8.32017
O 1.32782 -0.46516 -6.62000
C 0.41390 -1.08090 -5.70701
H 0.88819 1.72559 -10.31055
H 0.69859 0.62912 -11.68952
H -0.25093 0.38166 -10.22035
H 2.78605 0.09978 -10.46437
H 1.65513 -1.24286 -10.30321
H 0.33088 -2.14837 -5.89477
H -0.56493 -0.61180 -5.78245
H 0.81415 -0.91612 -4.71145
*
```

***

Entry 7:
C13H27N3O9P | the ωB97M-V functional and the def2-TZVPD basis

Summary:
highest occupied orbital energy	-12.049	eV
LUMO energy	-0.1384	Eh
gap between HOMO and LUMO	8.284	eV

```
! wB97M-V def2-TZVPD RIJCOSX def2/J DEFGRID3
* xyz 1 1
C 7.44857 -0.97215 0.83737
C 6.86681 -1.36494 -0.52525
C 5.85976 -0.34580 -1.10027
C 4.42355 -0.83967 -1.07611
N 4.04152 -1.21904 0.32963
C 2.96952 -0.66567 0.96077
N 3.14634 0.21338 2.01052
N 1.72891 -0.97635 0.62669
C 0.58908 -0.28639 1.31936
C 0.49640 1.21157 0.99990
P 1.25011 -2.18847 -0.55672
O -0.15188 -2.48851 -0.35576
O 2.27749 -3.37721 -0.43490
O 1.63338 -1.50554 -1.92647
H 6.80390 -1.25064 1.67740
H 8.41329 -1.44851 1.00178
H 7.62895 0.10310 0.88645
H 6.39088 -2.34714 -0.44603
H 7.69010 -1.48045 -1.22796
H 6.09752 -0.13035 -2.14167
H 5.92699 0.59670 -0.54892
H 4.33234 -1.72201 -1.71043
H 3.72634 -0.09350 -1.45359
H 4.85061 -1.10865 0.93212
H 4.05724 0.65778 1.96703
H 3.02118 -0.17192 2.94278
H -0.31137 -0.79369 0.99921
H 0.67710 -0.46260 2.38935
H 0.43591 1.77110 1.93184
H 1.38433 1.57689 0.48776
H -0.39729 1.43513 0.42339
H 2.86230 -3.38723 0.33187
H 2.13450 -2.07344 -2.52658
C -4.54406 -0.68152 -0.97766
C -3.38537 -1.23443 -0.16491
O -2.63902 -0.04184 0.13192
C -3.47086 1.02233 0.05898
O -3.18440 2.12202 0.40978
O -4.65571 0.65731 -0.46644
H -5.48344 -1.20515 -0.83021
H -4.31840 -0.62402 -2.04265
H -3.71145 -1.68023 0.77545
H -2.75164 -1.93323 -0.70216
C -7.10345 2.86240 -0.71965
C -7.80664 3.28273 0.55854
O -9.18281 3.25325 0.17042
C -9.31914 2.41319 -0.88362
O -10.35359 2.04187 -1.32879
O -8.09969 2.05247 -1.35483
H -6.21025 2.26682 -0.56563
H -6.88147 3.71525 -1.36354
H -7.65842 2.56581 1.36844
H -7.54453 4.27916 0.90201
*
```

***

Entry 8:
C13H28ClCrIN3O2P2 | the ωB97M-V functional and the def2-TZVPD basis

Summary:
highest occupied orbital energy (spin up / spin down)	-13.858 / -13.858	eV
LUMO energy (spin up / spin down)	-0.2865 / -0.2528	Eh
gap between HOMO and LUMO (spin up / spin down)	6.061 / 6.979	eV
ΔE to the lowest compared entry with this formula, charge and spin	15.52	kJ/mol

```
! wB97M-V def2-TZVPD RIJCOSX def2/J DEFGRID3
* xyz 2 4
C 3.51772 2.39471 -4.42030
C 2.80195 1.34445 -3.67392
H 3.81990 2.02067 -5.40592
H 4.40663 2.69980 -3.85359
H 2.85742 3.26444 -4.53765
O 2.49080 0.22689 -4.11632
I 0.93737 -3.05009 -2.18367
Cr 1.62047 -0.71417 -2.34264
P -0.67290 -0.04515 -2.07633
C -1.82318 -1.05967 -1.12253
C -1.02917 1.63275 -1.53412
H -2.05608 1.87294 -1.84315
H -2.01866 0.59131 -3.94457
H -0.32938 2.32707 -2.01168
H -0.37237 0.10975 -4.46725
H -1.72952 -0.84219 -0.04506
H -0.93934 1.70914 -0.43459
C -1.20923 -0.13428 -3.79888
H -2.84586 -0.81857 -1.44697
H -1.55907 -1.14749 -4.02635
H -1.62213 -2.12457 -1.29682
P 2.02068 -0.84263 0.06163
C 1.04724 -1.94334 1.12698
C 3.69984 -1.52836 0.04955
H 2.80300 1.36992 0.61848
H 2.58974 0.32682 2.05730
H 1.15415 1.07280 1.27046
C 2.15194 0.63316 1.09751
H 4.27019 -1.08508 -0.77701
H 4.18506 -1.27875 1.00200
H 1.62639 -2.14011 2.04124
H 0.84112 -2.88757 0.60668
H 3.66258 -2.61526 -0.08689
H 0.09433 -1.46157 1.40227
Cl 2.40582 1.81694 -2.01090
C -1.83524 2.75231 3.80816
N -2.09480 1.35208 3.50998
C -2.84972 0.59221 4.33978
C -3.06855 -0.71911 4.03533
C -2.46633 -1.22244 2.85344
N -1.71932 -0.47605 2.04547
C -1.52451 0.83615 2.34306
O -0.84684 1.60076 1.62721
N -2.62616 -2.52088 2.51007
H -0.75986 2.92448 3.91928
H -2.34939 3.00786 4.73565
H -2.19580 3.38751 2.99325
H -3.23982 1.10710 5.21950
H -3.66850 -1.36855 4.66174
H -3.19345 -3.14097 3.06733
H -2.21575 -2.87802 1.65548
*
```